## A
Entry from OMol25: 3 unconnected molecules or ions with the total composition C6H16O2 (ωB97M-V/def2-TZVPD).

Computed properties:
HOMO level: -8.71 eV
Molar mass: 120.2 g/mol
Structure (SMILES): C/C=C(\C)CC.O.O
Orbital gap: 9.5 eV

Positions of all 24 atoms, in Å:
C -2.534 1.437 -0.575
C -1.343 1.131 -1.435
C -0.385 0.268 -1.127
C -0.426 -0.629 0.087
C 0.794 0.094 -2.056
C 0.922 -1.322 -2.635
H -3.426 1.574 -1.184
H -2.382 2.399 -0.071
H -2.766 0.680 0.162
H -1.255 1.707 -2.346
H 0.395 -1.322 0.090
H -0.340 -0.019 0.995
H -1.442 -1.020 0.222
H 0.739 0.824 -2.872
H 1.717 0.381 -1.549
H 0.564 -2.091 -1.939
H 0.371 -1.375 -3.563
H 1.935 -1.634 -2.846
O -1.400 1.127 5.059
H -1.042 2.004 5.224
H -2.208 1.050 5.577
O 3.899 -1.809 0.900
H 3.001 -1.528 1.114
H 4.414 -1.324 1.558

## B
Entry from OMol25: a molecular structure, C6H16O2 (ωB97M-V/def2-TZVPD).

Computed properties:
HOMO level: -9.16 eV
Molar mass: 120.2 g/mol
Orbital gap: 6.8 eV

Positions of all 24 atoms, in Å:
C 2.455 0.086 1.082
C 1.599 0.409 -0.162
C 0.099 0.267 -0.107
C -0.460 0.919 -1.301
C -0.549 -1.122 0.108
C -1.731 -1.034 1.027
H 2.502 -0.978 1.301
H 3.493 0.517 1.027
H 1.977 0.424 2.048
H 1.875 -0.108 -1.170
H 1.824 1.463 -0.337
H 0.216 1.549 -1.881
H -1.495 1.248 -1.232
H -0.726 -1.583 -0.905
H 0.272 -1.703 0.585
H -2.518 -0.461 0.591
H -2.137 -2.121 1.204
H -1.348 -0.573 1.919
H -1.289 2.077 1.821
H -0.381 1.004 0.960
O -0.621 1.525 2.255
H -1.304 -0.640 -3.732
H -0.881 -0.118 -2.136
O -0.871 -1.046 -2.966

## C
Entry from OMol25: 2 unconnected molecules or ions with the total composition C6H16O2 (ωB97M-V/def2-TZVPD).

Computed properties:
HOMO level: -9.98 eV
Molar mass: 120.2 g/mol
Structure (SMILES): CC(C)CCCO.O
Orbital gap: 10.9 eV

Positions of all 24 atoms, in Å:
C -1.360 0.855 1.191
C -0.566 -0.282 1.972
C -1.264 -1.577 1.599
C 0.905 -0.144 1.568
C 1.087 -0.771 0.126
C 2.380 -0.689 -0.664
O 2.452 -1.720 -1.639
H -0.689 1.401 0.530
H -1.992 1.428 1.898
H -2.206 0.434 0.625
H -0.691 -0.054 3.033
H -0.799 -2.526 1.937
H -1.514 -1.609 0.546
H -2.315 -1.664 1.965
H 1.495 -0.615 2.363
H 1.340 0.873 1.651
H 0.701 -1.771 0.293
H 0.307 -0.318 -0.499
H 2.574 0.300 -1.072
H 3.318 -0.874 -0.096
H 2.183 -2.568 -1.278
O -1.607 4.196 -5.075
H -1.268 3.918 -5.927
H -2.470 3.778 -5.047

Of them, B has the lowest stability.